Record 1
Density functional theory data (ωB97M-V/def2-TZVPD) for a 2-piece molecular cluster, HN2O3S overall at a distorted geometry.

```
7
Properties=species:S:1:pos:R:3:mulliken_charge:R:1
N -2.403 -0.534 0.961 0.141
N -2.551 0.876 2.995 0.381
O -3.485 1.643 3.095 -0.553
O -1.825 0.459 3.871 -0.499
O -1.246 -0.500 0.749 -0.073
S -0.329 0.698 -0.760 -0.472
H 0.712 -0.048 -0.274 0.075
```

Calculated values
**E**: -19968.799 eV
**E_LUMO (alpha / beta)**: 3.1 / 3.1 eV
**Total charge**: -1
**Energy relative to the best compared isomer or geometry (same formula, charge and spin)**: 725.44 kJ/mol

***

Record 2
Density functional theory data (ωB97M-V/def2-TZVPD) for one molecule with the formula HN3O2 at a distorted geometry.

```
6
Properties=species:S:1:pos:R:3:mulliken_charge:R:1
H -1.830 0.266 -0.020 0.266
N -0.858 0.577 0.081 -0.597
N -0.096 -0.384 0.036 0.912
O -0.325 -1.550 -0.129 -0.620
N 1.452 0.017 0.239 0.228
O 1.655 1.074 -0.208 -0.190
```

Calculated values
**E**: -8576.039 eV
**E_LUMO**: -1.5 eV
**Total charge**: 0
**Energy relative to the best compared isomer or geometry (same formula, charge and spin)**: 339.76 kJ/mol

***

Record 3
Density functional theory data (ωB97M-V/def2-TZVPD) for a 2-piece molecular cluster, HNO4 overall at a distorted geometry.

```
6
Properties=species:S:1:pos:R:3:mulliken_charge:R:1
O 0.818 0.426 2.148 -0.293
N -0.011 -0.276 1.736 0.210
O -0.677 0.333 0.701 -0.346
H -1.091 -0.442 0.296 0.431
O 0.594 -0.225 -2.027 0.022
O -0.589 -0.236 -2.377 -0.024
```

Calculated values
**E**: -9688.271 eV
**E_LUMO**: -2.7 eV
**Total charge**: 0
**Energy relative to the best compared isomer or geometry (same formula, charge and spin)**: 94.38 kJ/mol